[1]
Entry from the Open Molecules 2025 dataset: the molecule C21H20N4O4S in a non-equilibrium geometry (ωB97M-V/def2-TZVPD).

Atoms and positions in Å:
O -4.703 0.363 -1.154
C -4.284 -0.306 -0.234
N -3.697 -1.513 -0.367
H -3.202 -1.884 0.442
C -3.200 -1.964 -1.657
C -1.731 -1.708 -1.745
C -1.035 -0.542 -1.882
C 0.335 -0.886 -1.787
C 0.366 -2.231 -1.593
O -0.877 -2.737 -1.564
H 1.179 -2.919 -1.470
H 1.175 -0.225 -1.845
H -1.451 0.433 -2.038
H -3.395 -3.033 -1.763
H -3.740 -1.402 -2.423
C -4.393 0.155 1.217
H -4.379 -0.666 1.931
H -5.273 0.782 1.348
S -2.983 1.253 1.583
C -1.689 0.098 1.574
N -1.813 -1.204 1.619
N -0.579 -1.729 1.613
C 0.281 -0.754 1.574
N -0.370 0.451 1.555
C 0.166 1.791 1.470
C 0.156 2.314 0.068
C -0.856 2.773 -0.724
C -0.261 3.122 -1.960
C 1.064 2.850 -1.824
O 1.326 2.363 -0.602
H 1.891 2.963 -2.498
H -0.756 3.516 -2.823
H -1.891 2.856 -0.463
H 1.198 1.770 1.827
H -0.444 2.433 2.114
C 1.754 -0.950 1.616
O 2.363 -0.134 0.644
C 3.698 -0.297 0.398
C 4.527 -1.190 1.065
C 5.869 -1.263 0.724
C 6.393 -0.456 -0.268
C 5.565 0.439 -0.927
C 4.228 0.521 -0.599
H 3.568 1.215 -1.092
H 5.964 1.077 -1.701
H 7.439 -0.521 -0.526
H 6.506 -1.961 1.247
H 4.149 -1.829 1.847
H 2.132 -0.698 2.621
H 1.937 -2.014 1.427

Kohn-Sham gap = 8.75 eV
lowest unoccupied orbital energy = 0.019 Eh
energy above the lowest of the compared OMol25 structures with the same formula, charge and spin = 84.2 kcal/mol
F_max = 1.2 eV/A
E = -47086.057 eV
HOMO energy = -0.302 Eh
molecular weight = 424.48 g mol⁻¹

List of natural (NBO) charges in e, atom by atom:
1 O -0.630
2 C 0.659
3 N -0.615
4 H 0.435
5 C -0.279
6 C 0.264
7 C -0.314
8 C -0.315
9 C 0.081
10 O -0.398
11 H 0.201
12 H 0.230
13 H 0.236
14 H 0.219
15 H 0.250
16 C -0.596
17 H 0.246
18 H 0.258
19 S 0.279
20 C 0.183
21 N -0.363
22 N -0.284
23 C 0.377
24 N -0.373
25 C -0.261
26 C 0.253
27 C -0.294
28 C -0.311
29 C 0.087
30 O -0.400
31 H 0.205
32 H 0.235
33 H 0.247
34 H 0.249
35 H 0.233
36 C -0.127
37 O -0.525
38 C 0.381
39 C -0.330
40 C -0.184
41 C -0.246
42 C -0.176
43 C -0.286
44 H 0.225
45 H 0.214
46 H 0.215
47 H 0.215
48 H 0.220
49 H 0.191
50 H 0.219

=====

[2]
Entry from the Open Molecules 2025 dataset: a structure of composition C21H20N5OsS (ωB97M-V/def2-TZVPD).

Atoms and positions in Å:
Os -0.177 0.058 -0.026
C 4.247 -1.086 -3.079
C 2.869 -1.177 -3.199
C 2.061 -0.975 -2.090
C 2.639 -0.679 -0.860
C 4.021 -0.587 -0.732
C 4.816 -0.795 -1.845
N 1.777 -0.419 0.251
N 2.299 -0.442 1.404
C 1.395 -0.051 2.361
C 1.760 0.013 3.713
C 0.838 0.460 4.627
C -0.441 0.846 4.200
C -0.809 0.778 2.869
C 0.109 0.320 1.926
H 4.879 -1.252 -3.941
H 2.420 -1.430 -4.150
H 0.987 -1.107 -2.171
H 4.454 -0.348 0.228
H 5.891 -0.727 -1.748
H 2.758 -0.291 4.001
H 1.093 0.519 5.676
H -1.158 1.200 4.929
H -1.807 1.071 2.567
N -1.618 -0.872 0.252
C -2.428 -1.641 1.054
C -3.805 -1.401 1.087
C -4.610 -2.179 1.898
C -4.047 -3.181 2.681
C -2.678 -3.417 2.650
C -1.864 -2.658 1.831
H -4.221 -0.612 0.476
H -5.677 -2.006 1.926
H -4.682 -3.783 3.317
H -2.248 -4.201 3.259
H -0.797 -2.832 1.775
S 0.392 2.372 -0.318
C -0.242 2.649 -1.906
N 0.492 3.091 -2.913
C -0.278 3.201 -4.158
C -1.720 2.950 -3.668
N -1.501 2.489 -2.292
H 1.488 3.207 -2.832
H 0.053 2.443 -4.866
H -0.157 4.184 -4.606
H -2.232 2.193 -4.257
H -2.315 3.862 -3.664
H -2.226 2.245 -1.637

Kohn-Sham gap (alpha / beta) = 6.40 / 6.39 eV
lowest unoccupied orbital energy (alpha / beta) = -0.151 / -0.151 Eh
energy above the lowest of the compared OMol25 structures with the same formula, charge and spin = 2.7 kcal/mol
F_max = 0.7 eV/A
E = -42847.613 eV
total charge = +1
HOMO energy (alpha / beta) = -0.386 / -0.386 Eh
molecular weight = 564.72 g mol⁻¹

List of natural (NBO) charges in e, atom by atom:
1 Os 0.798
2 C -0.192
3 C -0.201
4 C -0.257
5 C 0.183
6 C -0.228
7 C -0.184
8 N -0.238
9 N -0.144
10 C 0.065
11 C -0.171
12 C -0.230
13 C -0.153
14 C -0.267
15 C -0.089
16 H 0.228
17 H 0.225
18 H 0.211
19 H 0.247
20 H 0.230
21 H 0.234
22 H 0.230
23 H 0.226
24 H 0.224
25 N -0.499
26 C 0.132
27 C -0.201
28 C -0.207
29 C -0.169
30 C -0.194
31 C -0.201
32 H 0.221
33 H 0.228
34 H 0.228
35 H 0.228
36 H 0.228
37 S -0.103
38 C 0.357
39 N -0.551
40 C -0.229
41 C -0.228
42 N -0.562
43 H 0.442
44 H 0.217
45 H 0.230
46 H 0.227
47 H 0.219
48 H 0.439

=====

[3]
Entry from the Open Molecules 2025 dataset: the molecule C21H20N6O2 in a non-equilibrium geometry (ωB97M-V/def2-TZVPD).

Atoms and positions in Å:
O 5.802 3.899 -2.204
N 0.512 -0.992 1.483
N -1.006 1.454 -1.575
N -2.618 2.574 -2.765
O 5.096 4.545 -0.142
C 4.937 3.985 -1.375
C -0.058 -0.234 0.638
C -2.188 1.054 -1.136
C -1.340 2.362 -2.571
C -3.944 -0.302 0.064
C -4.967 0.315 -0.825
C -2.603 0.061 -0.044
C -1.491 -0.555 0.809
C -4.520 1.238 -1.788
C -1.707 -1.486 1.675
C 2.499 3.888 -1.012
C 3.339 3.184 -3.166
C 1.197 3.746 -1.382
C 2.033 2.966 -3.534
C 3.606 3.692 -1.862
C 0.969 3.289 -2.716
N -3.169 1.547 -2.001
N -0.344 3.112 -3.169
N -0.379 -1.897 2.021
C 1.216 -5.232 2.677
C -0.274 -5.548 3.060
C 1.336 -3.715 2.584
C -0.928 -4.212 2.629
C -0.045 -3.045 2.886
H 6.013 4.848 0.048
H 0.354 0.452 -0.031
H -4.322 -0.994 0.833
H -5.976 0.053 -0.759
H -5.262 1.791 -2.320
H -2.647 -2.011 2.038
H 2.652 4.209 -0.040
H 4.053 2.920 -3.855
H 0.281 3.811 -0.753
H 1.798 2.592 -4.470
H -0.820 3.983 -3.390
H 1.614 -5.775 1.700
H 1.944 -5.511 3.400
H -0.550 -5.791 4.131
H -0.693 -6.300 2.450
H 2.038 -3.484 3.381
H 1.728 -3.433 1.635
H -1.904 -4.020 3.156
H -1.290 -4.273 1.626
H 0.025 -2.759 3.960

Kohn-Sham gap = 8.30 eV
lowest unoccupied orbital energy = 0.010 Eh
energy above the lowest of the compared OMol25 structures with the same formula, charge and spin = 87.1 kcal/mol
F_max = 7.8 eV/A
E = -35134.271 eV
HOMO energy = -0.295 Eh
molecular weight = 388.43 g mol⁻¹

List of natural (NBO) charges in e, atom by atom:
1 O -0.580
2 N -0.229
3 N -0.561
4 N -0.347
5 O -0.697
6 C 0.766
7 C -0.026
8 C 0.382
9 C 0.507
10 C -0.195
11 C -0.263
12 C -0.030
13 C -0.162
14 C 0.019
15 C -0.043
16 C -0.109
17 C -0.132
18 C -0.239
19 C -0.216
20 C -0.184
21 C 0.175
22 N -0.182
23 N -0.629
24 N -0.194
25 C -0.405
26 C -0.408
27 C -0.409
28 C -0.413
29 C -0.040
30 H 0.509
31 H 0.250
32 H 0.216
33 H 0.225
34 H 0.222
35 H 0.233
36 H 0.211
37 H 0.228
38 H 0.232
39 H 0.219
40 H 0.400
41 H 0.208
42 H 0.210
43 H 0.210
44 H 0.216
45 H 0.208
46 H 0.231
47 H 0.199
48 H 0.219
49 H 0.198

=====

[4]
Entry from the Open Molecules 2025 dataset: the molecule C21H20O2 in a non-equilibrium geometry (ωB97M-V/def2-TZVPD).

Atoms and positions in Å:
C -4.083 -4.270 -0.183
C -2.855 -3.414 -0.102
C -2.946 -2.033 -0.094
C -1.804 -1.231 -0.021
C -0.551 -1.843 0.047
C -0.458 -3.221 0.040
C -1.596 -4.004 -0.034
H -1.513 -5.081 -0.040
H 0.514 -3.691 0.093
H 0.337 -1.235 0.105
C -1.943 0.209 -0.016
C -1.004 1.220 0.014
C 0.395 1.131 0.045
C 1.599 1.171 0.069
C 3.044 1.094 0.104
C 3.505 -0.333 0.428
C 5.008 -0.450 0.686
C 5.887 -0.085 -0.518
O 6.259 1.273 -0.557
H 5.465 1.817 -0.579
H 5.383 -0.375 -1.452
H 6.834 -0.626 -0.463
H 5.222 -1.481 0.971
H 5.295 0.191 1.524
H 2.973 -0.676 1.319
H 3.226 -0.994 -0.397
H 3.417 1.788 0.865
H 3.425 1.405 -0.875
C -1.742 2.451 0.003
C -1.396 3.799 0.020
C -2.414 4.727 0.000
C -3.755 4.337 -0.037
C -4.120 3.005 -0.054
C -3.097 2.071 -0.034
O -3.210 0.726 -0.045
H -5.153 2.697 -0.083
H -4.523 5.096 -0.051
H -2.177 5.781 0.013
H -0.359 4.095 0.048
H -3.915 -1.558 -0.145
H -4.057 -4.883 -1.083
H -4.983 -3.660 -0.205
H -4.136 -4.940 0.674

Kohn-Sham gap = 7.94 eV
lowest unoccupied orbital energy = 0.008 Eh
energy above the lowest of the compared OMol25 structures with the same formula, charge and spin = 20.0 kcal/mol
F_max = 1.2 eV/A
E = -26195.170 eV
HOMO energy = -0.284 Eh
molecular weight = 304.39 g mol⁻¹

List of natural (NBO) charges in e, atom by atom:
1 C -0.626
2 C -0.015
3 C -0.187
4 C -0.109
5 C -0.144
6 C -0.219
7 C -0.199
8 H 0.208
9 H 0.212
10 H 0.219
11 C 0.330
12 C -0.133
13 C -0.049
14 C 0.038
15 C -0.490
16 C -0.378
17 C -0.431
18 C -0.064
19 O -0.714
20 H 0.460
21 H 0.153
22 H 0.184
23 H 0.214
24 H 0.210
25 H 0.213
26 H 0.203
27 H 0.230
28 H 0.218
29 C -0.119
30 C -0.184
31 C -0.225
32 C -0.208
33 C -0.270
34 C 0.349
35 O -0.428
36 H 0.225
37 H 0.215
38 H 0.214
39 H 0.221
40 H 0.220
41 H 0.220
42 H 0.216
43 H 0.220

=====

Repeat the third record exactly.
Entry from the Open Molecules 2025 dataset: the molecule C21H20N6O2 in a non-equilibrium geometry (ωB97M-V/def2-TZVPD).

Atoms and positions in Å:
O 5.802 3.899 -2.204
N 0.512 -0.992 1.483
N -1.006 1.454 -1.575
N -2.618 2.574 -2.765
O 5.096 4.545 -0.142
C 4.937 3.985 -1.375
C -0.058 -0.234 0.638
C -2.188 1.054 -1.136
C -1.340 2.362 -2.571
C -3.944 -0.302 0.064
C -4.967 0.315 -0.825
C -2.603 0.061 -0.044
C -1.491 -0.555 0.809
C -4.520 1.238 -1.788
C -1.707 -1.486 1.675
C 2.499 3.888 -1.012
C 3.339 3.184 -3.166
C 1.197 3.746 -1.382
C 2.033 2.966 -3.534
C 3.606 3.692 -1.862
C 0.969 3.289 -2.716
N -3.169 1.547 -2.001
N -0.344 3.112 -3.169
N -0.379 -1.897 2.021
C 1.216 -5.232 2.677
C -0.274 -5.548 3.060
C 1.336 -3.715 2.584
C -0.928 -4.212 2.629
C -0.045 -3.045 2.886
H 6.013 4.848 0.048
H 0.354 0.452 -0.031
H -4.322 -0.994 0.833
H -5.976 0.053 -0.759
H -5.262 1.791 -2.320
H -2.647 -2.011 2.038
H 2.652 4.209 -0.040
H 4.053 2.920 -3.855
H 0.281 3.811 -0.753
H 1.798 2.592 -4.470
H -0.820 3.983 -3.390
H 1.614 -5.775 1.700
H 1.944 -5.511 3.400
H -0.550 -5.791 4.131
H -0.693 -6.300 2.450
H 2.038 -3.484 3.381
H 1.728 -3.433 1.635
H -1.904 -4.020 3.156
H -1.290 -4.273 1.626
H 0.025 -2.759 3.960

Kohn-Sham gap = 8.30 eV
lowest unoccupied orbital energy = 0.010 Eh
energy above the lowest of the compared OMol25 structures with the same formula, charge and spin = 87.1 kcal/mol
F_max = 7.8 eV/A
E = -35134.271 eV
HOMO energy = -0.295 Eh
molecular weight = 388.43 g mol⁻¹

List of natural (NBO) charges in e, atom by atom:
1 O -0.580
2 N -0.229
3 N -0.561
4 N -0.347
5 O -0.697
6 C 0.766
7 C -0.026
8 C 0.382
9 C 0.507
10 C -0.195
11 C -0.263
12 C -0.030
13 C -0.162
14 C 0.019
15 C -0.043
16 C -0.109
17 C -0.132
18 C -0.239
19 C -0.216
20 C -0.184
21 C 0.175
22 N -0.182
23 N -0.629
24 N -0.194
25 C -0.405
26 C -0.408
27 C -0.409
28 C -0.413
29 C -0.040
30 H 0.509
31 H 0.250
32 H 0.216
33 H 0.225
34 H 0.222
35 H 0.233
36 H 0.211
37 H 0.228
38 H 0.232
39 H 0.219
40 H 0.400
41 H 0.208
42 H 0.210
43 H 0.210
44 H 0.216
45 H 0.208
46 H 0.231
47 H 0.199
48 H 0.219
49 H 0.198

=====

Copy entry 1 word for word.
Entry from the Open Molecules 2025 dataset: the molecule C21H20N4O4S in a non-equilibrium geometry (ωB97M-V/def2-TZVPD).

Atoms and positions in Å:
O -4.703 0.363 -1.154
C -4.284 -0.306 -0.234
N -3.697 -1.513 -0.367
H -3.202 -1.884 0.442
C -3.200 -1.964 -1.657
C -1.731 -1.708 -1.745
C -1.035 -0.542 -1.882
C 0.335 -0.886 -1.787
C 0.366 -2.231 -1.593
O -0.877 -2.737 -1.564
H 1.179 -2.919 -1.470
H 1.175 -0.225 -1.845
H -1.451 0.433 -2.038
H -3.395 -3.033 -1.763
H -3.740 -1.402 -2.423
C -4.393 0.155 1.217
H -4.379 -0.666 1.931
H -5.273 0.782 1.348
S -2.983 1.253 1.583
C -1.689 0.098 1.574
N -1.813 -1.204 1.619
N -0.579 -1.729 1.613
C 0.281 -0.754 1.574
N -0.370 0.451 1.555
C 0.166 1.791 1.470
C 0.156 2.314 0.068
C -0.856 2.773 -0.724
C -0.261 3.122 -1.960
C 1.064 2.850 -1.824
O 1.326 2.363 -0.602
H 1.891 2.963 -2.498
H -0.756 3.516 -2.823
H -1.891 2.856 -0.463
H 1.198 1.770 1.827
H -0.444 2.433 2.114
C 1.754 -0.950 1.616
O 2.363 -0.134 0.644
C 3.698 -0.297 0.398
C 4.527 -1.190 1.065
C 5.869 -1.263 0.724
C 6.393 -0.456 -0.268
C 5.565 0.439 -0.927
C 4.228 0.521 -0.599
H 3.568 1.215 -1.092
H 5.964 1.077 -1.701
H 7.439 -0.521 -0.526
H 6.506 -1.961 1.247
H 4.149 -1.829 1.847
H 2.132 -0.698 2.621
H 1.937 -2.014 1.427

Kohn-Sham gap = 8.75 eV
lowest unoccupied orbital energy = 0.019 Eh
energy above the lowest of the compared OMol25 structures with the same formula, charge and spin = 84.2 kcal/mol
F_max = 1.2 eV/A
E = -47086.057 eV
HOMO energy = -0.302 Eh
molecular weight = 424.48 g mol⁻¹

List of natural (NBO) charges in e, atom by atom:
1 O -0.630
2 C 0.659
3 N -0.615
4 H 0.435
5 C -0.279
6 C 0.264
7 C -0.314
8 C -0.315
9 C 0.081
10 O -0.398
11 H 0.201
12 H 0.230
13 H 0.236
14 H 0.219
15 H 0.250
16 C -0.596
17 H 0.246
18 H 0.258
19 S 0.279
20 C 0.183
21 N -0.363
22 N -0.284
23 C 0.377
24 N -0.373
25 C -0.261
26 C 0.253
27 C -0.294
28 C -0.311
29 C 0.087
30 O -0.400
31 H 0.205
32 H 0.235
33 H 0.247
34 H 0.249
35 H 0.233
36 C -0.127
37 O -0.525
38 C 0.381
39 C -0.330
40 C -0.184
41 C -0.246
42 C -0.176
43 C -0.286
44 H 0.225
45 H 0.214
46 H 0.215
47 H 0.215
48 H 0.220
49 H 0.191
50 H 0.219